[1]
Below is a 13-piece molecular cluster, C30H78NO18S2 overall in a non-equilibrium geometry, with properties calculated with ωB97M-V with the def2-TZVPD basis set.

Last column: Mulliken charge in e.
Cartesian coordinates (Å):
C (7.238, -3.491, 0.187)  -0.97
C (7.495, -1.979, 0.765)  1.47
C (8.600, -1.282, -0.280)  -1.41
C (8.271, -2.104, 2.204)  -1.32
C (6.191, -0.992, 0.755)  -1.37
C (4.805, -1.636, 1.336)  2.11
C (4.939, -2.427, 2.765)  -1.22
C (3.974, -2.563, 0.222)  -0.80
C (3.786, -0.342, 1.632)  -0.37
C (2.436, -0.543, 2.600)  -0.36
C (1.361, 0.696, 2.895)  -0.49
C (1.550, 2.215, 2.227)  0.52
O (0.609, 3.330, 2.420)  -0.42
C (-0.728, 3.031, 1.872)  -0.31
C (-0.726, 2.281, 0.414)  0.03
O (-1.017, 0.852, 0.632)  -0.07
C (-1.457, 0.181, -0.602)  -0.30
C (-2.806, -0.754, -0.331)  0.40
S (-2.434, -2.378, 0.530)  0.98
O (-3.389, -3.500, -0.036)  -0.69
O (-0.992, -2.907, 0.332)  -0.58
N (-2.819, -2.251, 2.238)  -0.47
S (-4.530, -2.466, 2.531)  0.64
O (-5.447, -1.696, 1.512)  -0.59
O (-4.930, -3.980, 2.661)  -0.61
C (2.906, 2.400, 1.292)  -0.44
C (3.985, 1.157, 0.997)  -0.21
H (6.320, -4.042, 0.667)  0.12
H (8.180, -4.189, 0.293)  0.37
H (6.997, -3.364, -0.975)  0.15
H (9.527, -2.017, -0.356)  0.35
H (8.945, -0.215, 0.079)  0.29
H (8.080, -1.244, -1.348)  0.34
H (9.386, -2.450, 1.957)  0.37
H (8.349, -1.111, 2.818)  0.27
H (7.827, -2.993, 2.865)  0.26
H (6.045, -0.534, -0.331)  0.28
H (6.461, -0.061, 1.451)  0.47
H (5.687, -3.351, 2.666)  0.21
H (5.301, -1.711, 3.635)  0.22
H (3.895, -2.923, 3.063)  0.38
H (4.647, -2.766, -0.713)  0.10
H (3.608, -3.562, 0.763)  0.16
H (3.022, -1.977, -0.123)  0.27
H (2.184, -1.569, 3.104)  0.09
H (0.411, 0.510, 3.559)  0.20
H (-1.408, 2.400, 2.590)  0.08
H (-1.304, 4.064, 1.714)  0.16
H (-1.661, 2.716, -0.185)  0.12
H (0.220, 2.491, -0.249)  0.15
H (-1.713, 0.899, -1.490)  0.05
H (-0.547, -0.496, -0.963)  0.18
H (-3.408, -1.002, -1.303)  -0.27
H (-3.493, -0.131, 0.400)  0.18
H (-4.804, -1.874, 3.803)  0.11
H (3.058, 3.464, 0.802)  0.01
H (4.878, 1.423, 0.289)  0.17
C (-8.979, -1.146, 1.529)  -0.35
O (-7.983, -0.710, 0.621)  -0.39
H (-9.862, -0.513, 1.417)  -0.04
H (-9.245, -2.182, 1.308)  0.25
H (-8.602, -1.065, 2.551)  0.27
H (-7.212, -1.289, 0.743)  0.36
C (-4.896, -1.431, -4.335)  -0.51
O (-3.935, -1.248, -3.313)  -0.52
H (-5.166, -0.456, -4.748)  0.26
H (-4.474, -2.055, -5.127)  0.31
H (-5.787, -1.907, -3.918)  0.10
H (-3.715, -2.129, -2.966)  0.27
C (-7.229, -4.362, -2.006)  -0.41
O (-7.579, -3.602, -3.148)  -0.52
H (-6.806, -5.316, -2.331)  0.23
H (-6.487, -3.817, -1.418)  0.15
H (-8.122, -4.548, -1.404)  0.25
H (-7.951, -2.762, -2.830)  0.29
C (3.429, 6.467, 0.000)  -0.29
O (2.340, 5.668, -0.427)  -0.52
H (3.909, 6.909, -0.876)  0.24
H (3.064, 7.262, 0.653)  0.28
H (4.151, 5.844, 0.534)  -0.02
H (1.934, 5.289, 0.371)  0.23
C (-2.360, 2.002, -4.913)  -0.47
O (-3.549, 1.463, -4.366)  -0.44
H (-2.620, 2.816, -5.595)  0.25
H (-1.731, 2.391, -4.109)  0.13
H (-1.826, 1.224, -5.464)  0.26
H (-3.287, 0.744, -3.766)  0.27
C (-5.261, 2.170, -1.017)  -0.48
O (-4.783, 2.410, 0.293)  -0.42
H (-4.599, 2.662, -1.733)  0.07
H (-5.269, 1.094, -1.211)  0.17
H (-6.270, 2.576, -1.119)  0.39
H (-5.391, 1.962, 0.906)  0.28
C (6.729, 4.995, 2.020)  -0.69
O (5.640, 4.197, 1.593)  -0.44
H (7.209, 5.437, 1.144)  0.22
H (6.364, 5.791, 2.674)  0.29
H (7.451, 4.373, 2.554)  0.29
H (5.234, 3.818, 2.391)  0.28
C (-12.194, 1.682, 0.757)  -0.52
O (-11.198, 2.118, -0.150)  -0.51
H (-13.078, 2.315, 0.645)  0.25
H (-12.460, 0.646, 0.537)  0.23
H (-11.817, 1.764, 1.780)  0.23
H (-10.427, 1.539, -0.028)  0.31
C (3.588, -5.143, -2.473)  -0.72
O (4.550, -4.960, -1.450)  -0.33
H (3.319, -4.168, -2.885)  0.24
H (4.011, -5.766, -3.264)  0.29
H (2.697, -5.618, -2.056)  0.32
H (4.770, -5.841, -1.103)  0.23
C (-2.949, 5.167, 4.059)  -0.61
O (-3.132, 5.127, 2.656)  -0.45
H (-2.328, 6.030, 4.312)  0.22
H (-3.920, 5.263, 4.551)  0.31
H (-2.450, 4.253, 4.389)  0.26
H (-3.686, 4.351, 2.462)  0.27
C (7.550, -7.498, -2.472)  -0.56
O (7.648, -6.092, -2.606)  -0.48
H (8.548, -7.910, -2.307)  0.24
H (6.912, -7.739, -1.618)  0.25
H (7.129, -7.923, -3.386)  0.26
H (6.748, -5.755, -2.752)  0.28
C (-1.286, 5.379, -2.032)  -0.66
O (-0.476, 4.716, -1.079)  -0.22
H (-2.267, 4.900, -2.059)  0.16
H (-1.402, 6.427, -1.747)  0.28
H (-0.821, 5.308, -3.019)  0.30
H (0.387, 5.162, -1.077)  0.29

## Properties
DFT total energy (Eh): -3394.538329
Total charge: -1
HOMO level (eV): -5.94

[2]
Below is C30H79HgO28S9 as an isolated structure in a non-equilibrium geometry, with properties calculated with ωB97M-V with the def2-TZVPD basis set.

Last column: Mulliken charge in e.
Cartesian coordinates (Å):
Hg (0.569, -0.738, -3.575)  2.30
C (2.222, 0.037, 0.724)  -0.36
C (1.206, -0.417, -0.341)  1.91
C (-0.231, -0.316, 0.114)  1.14
O (1.464, 0.064, -1.626)  -0.60
H (3.158, -0.500, 0.564)  0.21
H (1.758, -0.176, 1.685)  0.65
H (2.500, 1.092, 0.691)  -0.95
H (1.383, -1.499, -0.481)  -1.35
H (-0.575, 0.711, 0.307)  -0.78
H (-0.442, -0.693, 1.119)  0.26
H (-0.954, -0.695, -0.614)  -0.82
O (-3.472, -1.422, -4.524)  -0.60
S (-2.558, -2.438, -4.099)  1.01
O (-1.325, -2.079, -3.415)  -0.45
O (-3.318, -3.487, -3.159)  -0.44
C (-3.070, -3.315, -1.720)  1.98
C (-4.405, -3.495, -1.024)  -1.71
C (-2.160, -3.551, -5.510)  -0.97
H (-2.803, -2.273, -1.541)  -0.73
H (-2.274, -3.929, -1.302)  -0.38
H (-4.238, -3.120, -0.010)  0.21
H (-4.693, -4.529, -0.826)  0.43
H (-5.212, -2.982, -1.539)  0.47
H (-1.467, -4.342, -5.232)  0.11
H (-1.654, -2.966, -6.277)  0.43
H (-3.122, -3.920, -5.856)  0.46
O (2.509, -5.057, -3.002)  -0.59
S (1.370, -4.227, -2.636)  0.36
O (1.285, -2.800, -2.896)  -0.57
O (-0.013, -4.917, -3.224)  -0.10
C (-0.186, -6.334, -3.137)  -0.53
C (-1.504, -6.648, -2.483)  -0.75
C (1.132, -4.472, -0.846)  -0.74
H (0.618, -6.872, -2.631)  0.49
H (-0.206, -6.693, -4.168)  0.35
H (-1.637, -7.734, -2.517)  0.50
H (-2.330, -6.262, -3.081)  0.21
H (-1.592, -6.417, -1.422)  0.01
H (1.851, -3.889, -0.277)  0.37
H (1.233, -5.553, -0.757)  0.66
H (0.121, -4.182, -0.558)  -0.15
O (5.391, -0.614, -4.875)  -0.65
S (4.497, -0.789, -3.764)  0.97
O (3.073, -0.933, -3.940)  -0.47
O (5.055, -1.979, -2.844)  -0.46
C (4.527, -2.168, -1.514)  1.11
C (4.943, -3.505, -0.967)  -1.47
C (4.753, 0.604, -2.555)  -0.91
H (3.441, -2.100, -1.650)  -0.46
H (4.755, -1.338, -0.846)  0.15
H (5.959, -3.348, -0.602)  0.40
H (5.057, -4.315, -1.692)  0.37
H (4.202, -3.949, -0.304)  0.31
H (4.714, 1.542, -3.106)  0.53
H (5.750, 0.506, -2.126)  0.54
H (4.013, 0.588, -1.757)  -0.10
O (-1.310, 0.691, -3.451)  -0.57
S (-2.492, 1.178, -2.783)  0.92
O (-3.210, 0.250, -1.921)  -0.33
O (-2.135, 2.499, -1.933)  -0.14
C (-3.075, 2.961, -0.911)  -0.08
C (-2.213, 3.556, 0.175)  -0.81
C (-3.608, 1.928, -3.988)  -1.18
H (-3.644, 2.121, -0.520)  -0.05
H (-3.682, 3.734, -1.382)  0.45
H (-1.435, 4.190, -0.257)  0.01
H (-1.759, 2.804, 0.820)  0.02
H (-2.685, 4.283, 0.839)  0.57
H (-4.298, 2.598, -3.482)  0.35
H (-4.079, 1.168, -4.606)  0.30
H (-2.970, 2.575, -4.592)  0.42
O (0.076, 6.652, 2.597)  -0.58
S (-1.178, 6.014, 2.935)  1.26
O (-2.363, 6.247, 2.159)  -0.66
O (-0.980, 4.407, 3.035)  -0.18
C (0.314, 3.856, 3.467)  -0.89
C (0.590, 2.660, 2.599)  0.06
C (-1.525, 6.355, 4.664)  -1.04
H (0.123, 3.663, 4.521)  0.31
H (1.021, 4.667, 3.291)  0.59
H (-0.140, 1.861, 2.743)  0.35
H (1.574, 2.261, 2.856)  0.09
H (0.630, 2.845, 1.526)  -0.37
H (-0.661, 5.958, 5.193)  0.32
H (-2.375, 5.708, 4.871)  0.33
H (-1.691, 7.421, 4.777)  0.41
O (-7.134, -1.816, -0.405)  -0.53
S (-7.525, -1.312, 0.881)  1.12
O (-8.203, -2.137, 1.849)  -0.60
O (-6.208, -0.780, 1.688)  -0.44
C (-5.151, -0.170, 0.909)  0.24
C (-3.881, 0.055, 1.704)  -0.79
C (-8.369, 0.285, 0.786)  -0.92
H (-5.563, 0.737, 0.464)  0.28
H (-4.965, -0.873, 0.094)  0.08
H (-2.995, 0.395, 1.168)  -0.19
H (-3.557, -0.718, 2.399)  0.33
H (-4.152, 0.913, 2.330)  0.45
H (-9.277, 0.064, 0.230)  0.41
H (-7.765, 0.926, 0.141)  0.28
H (-8.343, 0.722, 1.778)  0.34
O (4.396, 3.881, -1.602)  -0.69
S (3.230, 4.141, -0.791)  1.14
O (3.172, 3.566, 0.539)  -0.16
O (2.826, 5.720, -0.776)  -0.44
C (1.787, 5.980, 0.154)  1.02
C (1.332, 7.459, 0.010)  -1.40
C (1.790, 3.471, -1.718)  -0.46
H (2.024, 5.770, 1.194)  0.06
H (0.886, 5.401, -0.074)  -0.46
H (1.679, 7.872, -0.935)  0.44
H (1.702, 8.092, 0.816)  0.31
H (0.252, 7.495, 0.127)  0.30
H (1.407, 4.194, -2.436)  0.65
H (0.953, 3.222, -1.065)  -0.04
H (2.108, 2.526, -2.154)  -0.14
O (4.695, 0.271, 3.172)  -0.64
S (4.997, 1.651, 2.862)  1.18
O (4.056, 2.661, 3.305)  -0.56
O (6.470, 1.961, 3.513)  -0.37
C (6.926, 3.327, 3.621)  -0.27
C (6.502, 3.968, 4.954)  -0.97
C (5.430, 1.782, 1.093)  -0.13
H (6.751, 3.939, 2.735)  0.24
H (8.012, 3.224, 3.635)  0.36
H (6.858, 4.998, 4.934)  0.36
H (6.899, 3.419, 5.806)  0.30
H (5.420, 3.953, 5.080)  0.23
H (4.523, 1.491, 0.573)  -0.64
H (6.218, 1.042, 0.974)  0.48
H (5.705, 2.802, 0.848)  0.46
O (-2.722, -5.602, 3.277)  -0.62
S (-2.090, -5.649, 1.970)  1.28
O (-2.662, -6.408, 0.874)  -0.66
O (-1.832, -4.154, 1.405)  -0.23
C (-1.630, -3.048, 2.287)  0.65
C (-0.267, -3.084, 3.008)  -1.20
C (-0.384, -6.260, 2.160)  -0.93
H (-2.401, -2.999, 3.057)  0.47
H (-1.694, -2.212, 1.593)  -0.58
H (-0.050, -2.099, 3.420)  0.45
H (0.531, -3.268, 2.285)  0.16
H (-0.308, -3.851, 3.778)  0.37
H (-0.561, -7.331, 2.256)  0.43
H (-0.075, -6.005, 3.174)  0.41
H (0.339, -5.879, 1.450)  0.12

## Properties
Relative energy (zero: lowest compared OMol25 entry of this formula, charge and spin) (kcal/mol): 0.00
DFT total energy (Eh): -7033.809014
Total charge: +1
HOMO level (eV): -11.24

[3]
Below is a 9-piece molecular cluster, C30H79NO10 overall in a non-equilibrium geometry, with properties calculated with ωB97M-V with the def2-TZVPD basis set.

Last column: Mulliken charge in e.
Cartesian coordinates (Å):
C (-22.060, -10.392, 1.258)  -1.04
O (-20.769, -9.917, 0.932)  -0.39
C (-20.683, -8.496, 1.011)  -0.88
C (-19.546, -7.960, 0.176)  -0.45
N (-19.786, -8.220, -1.247)  -0.39
C (-18.563, -7.976, -2.013)  -1.42
C (-17.658, -9.193, -2.233)  0.70
O (-18.047, -9.868, -3.403)  -0.35
C (-17.202, -10.933, -3.745)  0.08
H (-22.421, -10.154, 2.262)  0.30
H (-22.089, -11.475, 1.128)  0.30
H (-22.768, -9.989, 0.520)  0.39
H (-20.547, -8.248, 2.069)  0.40
H (-21.597, -8.003, 0.663)  0.43
H (-18.570, -8.310, 0.546)  0.28
H (-19.475, -6.893, 0.418)  0.45
H (-20.059, -9.195, -1.241)  0.23
H (-17.992, -7.180, -1.539)  0.46
H (-18.796, -7.635, -3.026)  0.39
H (-17.575, -9.873, -1.377)  -0.23
H (-16.658, -8.744, -2.337)  0.26
H (-16.236, -10.609, -4.151)  0.41
H (-17.710, -11.423, -4.583)  0.19
H (-17.060, -11.644, -2.923)  -0.55
C (-17.788, -13.622, -0.326)  -0.70
C (-18.665, -12.385, -0.319)  1.85
C (-19.431, -12.140, -1.626)  0.48
O (-19.517, -12.398, 0.820)  -0.21
H (-18.460, -14.481, -0.420)  -0.02
H (-17.193, -13.679, 0.584)  -0.59
H (-17.130, -13.648, -1.194)  0.43
H (-17.990, -11.526, -0.182)  -0.40
H (-19.463, -11.063, -1.778)  -0.76
H (-20.442, -12.537, -1.616)  -0.34
H (-18.897, -12.551, -2.485)  0.24
H (-19.944, -11.515, 0.875)  0.43
C (-20.705, -18.327, -3.848)  -1.54
C (-20.700, -17.374, -2.655)  0.36
C (-19.304, -16.957, -2.242)  -1.07
O (-21.496, -16.230, -3.020)  -0.53
H (-20.053, -19.185, -3.726)  0.39
H (-20.392, -17.751, -4.728)  0.33
H (-21.736, -18.558, -4.119)  0.37
H (-21.217, -17.869, -1.827)  0.40
H (-18.593, -17.785, -2.257)  0.47
H (-19.308, -16.598, -1.211)  0.17
H (-18.921, -16.185, -2.910)  0.24
H (-22.038, -16.046, -2.242)  0.32
C (-14.452, -11.603, -1.983)  -0.61
C (-13.501, -10.669, -2.692)  0.37
C (-12.857, -11.289, -3.921)  -1.53
O (-14.238, -9.496, -3.091)  -0.48
H (-15.110, -12.229, -2.595)  0.18
H (-15.089, -11.077, -1.275)  0.19
H (-13.805, -12.369, -1.542)  0.12
H (-12.719, -10.348, -1.996)  0.24
H (-12.365, -12.244, -3.711)  0.37
H (-12.110, -10.622, -4.354)  0.45
H (-13.603, -11.575, -4.666)  0.35
H (-13.839, -9.156, -3.897)  0.31
C (-20.391, -12.983, -5.752)  -0.96
C (-21.165, -11.717, -6.112)  0.59
C (-20.326, -10.477, -5.800)  -0.73
O (-21.565, -11.750, -7.476)  -0.59
H (-19.418, -13.145, -6.228)  0.50
H (-20.983, -13.855, -6.041)  0.36
H (-20.196, -13.048, -4.678)  -0.04
H (-22.049, -11.750, -5.475)  0.07
H (-20.805, -9.500, -5.877)  0.35
H (-19.488, -10.419, -6.502)  0.29
H (-19.939, -10.541, -4.782)  -0.06
H (-20.761, -11.917, -7.980)  0.38
C (-15.984, -11.969, 2.910)  -0.40
C (-16.131, -12.105, 4.440)  0.67
C (-15.116, -11.358, 5.296)  -1.57
O (-17.372, -11.465, 4.765)  -0.59
H (-16.563, -12.791, 2.489)  -0.30
H (-14.925, -11.999, 2.633)  0.40
H (-16.378, -11.028, 2.533)  0.25
H (-16.214, -13.174, 4.671)  0.08
H (-15.195, -10.301, 5.035)  0.37
H (-14.083, -11.591, 5.010)  0.37
H (-15.247, -11.552, 6.355)  0.37
H (-18.129, -12.012, 4.527)  0.25
C (-18.758, -14.980, 4.133)  -0.91
C (-20.089, -14.249, 4.240)  0.56
C (-20.591, -14.168, 5.684)  -1.42
O (-19.950, -12.914, 3.763)  -0.42
H (-18.340, -14.767, 3.148)  0.12
H (-18.752, -15.998, 4.510)  0.45
H (-18.094, -14.430, 4.819)  0.06
H (-20.812, -14.803, 3.626)  0.45
H (-20.714, -15.169, 6.094)  0.38
H (-21.573, -13.694, 5.696)  0.35
H (-19.904, -13.511, 6.217)  0.31
H (-20.231, -12.895, 2.839)  0.14
C (-25.211, -13.370, -1.865)  -1.56
C (-24.277, -13.697, -3.006)  0.64
C (-22.961, -12.929, -2.907)  -0.83
O (-24.079, -15.113, -2.970)  -0.59
H (-24.812, -13.769, -0.932)  0.33
H (-26.169, -13.842, -2.087)  0.39
H (-25.365, -12.296, -1.751)  0.37
H (-24.779, -13.461, -3.955)  0.28
H (-22.350, -12.916, -3.815)  -0.42
H (-22.378, -13.266, -2.051)  0.26
H (-23.143, -11.852, -2.819)  0.66
H (-23.232, -15.305, -3.404)  0.36
C (-14.800, -15.835, 0.088)  -0.60
C (-13.505, -15.110, -0.159)  0.52
C (-13.341, -13.922, 0.806)  -0.83
O (-12.458, -16.083, 0.012)  -0.59
H (-15.041, -16.604, -0.641)  0.34
H (-15.608, -15.093, 0.147)  -0.18
H (-14.833, -16.289, 1.082)  0.36
H (-13.408, -14.697, -1.161)  0.14
H (-12.820, -14.149, 1.742)  0.43
H (-14.307, -13.538, 1.136)  -0.08
H (-12.791, -13.063, 0.418)  0.31
H (-12.365, -16.305, 0.942)  0.36

## Properties
SMILES: COCCNCCOC.CC(C)O.CC(C)O.CC(C)O.CC(C)O.CC(C)O.CC(C)O.CC(C)O.CC(C)O
Relative energy (zero: lowest compared OMol25 entry of this formula, charge and spin) (kcal/mol): 39.69
DFT total energy (Eh): -1997.464338
Total charge: 0
HOMO level (eV): -8.97

Which of these has the lowest HOMO level?
C30H79HgO28S9